Entry 1:
Entry from the OMol25 dataset: a structure of composition C25H76B2F3HgNO11S at a distorted geometry (ωB97M-V/def2-TZVPD).

Strongest force on any atom (eV Å⁻¹): 4.89
Gap between HOMO and LUMO (spin up / spin down) (eV): 9.51 / 3.60
Spin multiplicity: 2
DFT total energy (hartree): -2780.786419
LUMO energy (spin up / spin down) (eV): -2.34 / -8.26
Net charge: +1

Atoms and positions in Å:
Hg 3.465 -0.639 2.134
N 1.015 3.049 3.174
H 0.751 3.071 2.200
H 0.895 3.917 3.676
H 1.986 2.789 3.278
H 0.503 2.288 3.596
B 3.765 1.685 2.388
H 3.742 2.760 2.479
H 4.532 1.259 3.017
H 2.778 1.293 2.580
H 4.043 1.423 1.379
B 2.347 -1.143 4.238
H 1.935 -1.443 5.189
H 1.663 -1.118 3.404
H 2.795 -0.164 4.305
H 3.154 -1.802 3.956
C 0.147 0.636 -1.130
F -1.117 0.746 -1.596
F 0.658 -0.472 -1.721
F 0.856 1.722 -1.508
S 0.087 0.479 0.788
O 1.453 0.004 1.142
O -0.252 1.873 1.111
O -0.919 -0.528 1.034
C -4.439 -2.730 3.366
C -3.223 -2.408 2.460
C -3.355 -3.128 1.159
O -3.155 -1.042 2.080
H -5.398 -2.504 2.899
H -4.325 -2.020 4.186
H -4.420 -3.677 3.904
H -2.282 -2.629 2.963
H -4.171 -2.763 0.535
H -3.448 -4.200 1.330
H -2.481 -3.101 0.507
H -2.327 -0.919 1.609
C 5.275 0.897 -1.558
C 4.110 -0.112 -1.326
C 3.941 -1.257 -2.375
O 4.340 -0.575 -0.029
H 5.241 1.243 -2.591
H 6.242 0.399 -1.479
H 5.102 1.765 -0.923
H 3.214 0.506 -1.256
H 4.455 -1.000 -3.301
H 2.872 -1.349 -2.566
H 4.263 -2.284 -2.198
H 5.023 -1.249 -0.055
C 0.905 1.544 -4.882
C 1.661 1.316 -6.218
C 2.883 0.474 -6.148
O 0.802 0.859 -7.207
H -0.054 2.041 -5.031
H 1.617 2.111 -4.283
H 0.704 0.532 -4.529
H 1.916 2.328 -6.533
H 2.711 -0.522 -5.739
H 3.679 0.937 -5.565
H 3.248 0.308 -7.161
H 0.138 0.298 -6.800
C -4.298 0.504 -0.643
C -4.217 1.652 0.436
C -5.104 2.874 0.117
O -4.669 1.109 1.632
H -4.186 1.013 -1.600
H -5.240 -0.041 -0.589
H -3.551 -0.283 -0.528
H -3.196 2.032 0.471
H -4.868 3.160 -0.909
H -4.804 3.655 0.815
H -6.163 2.617 0.134
H -4.052 0.428 1.909
C -1.161 -2.952 -2.325
C -0.625 -3.044 -3.766
C 0.334 -4.253 -3.967
O -1.652 -3.080 -4.684
H -2.050 -2.324 -2.268
H -0.437 -2.468 -1.669
H -1.403 -3.880 -1.808
H -0.081 -2.157 -4.088
H 0.666 -4.277 -5.005
H -0.146 -5.186 -3.671
H 1.255 -4.297 -3.386
H -2.289 -3.750 -4.424
C -2.285 1.667 4.153
C -1.338 0.887 5.008
C -1.657 -0.563 5.186
O -0.078 0.887 4.316
H -2.291 1.419 3.091
H -2.176 2.751 4.184
H -3.331 1.448 4.368
H -1.365 1.402 5.969
H -0.930 -0.909 5.920
H -1.457 -1.071 4.243
H -2.707 -0.680 5.455
H 0.333 0.020 4.282
C 0.603 -3.383 1.627
C 1.931 -3.675 1.062
C 1.969 -3.198 -0.363
O 2.871 -2.900 1.800
H 0.368 -4.025 2.476
H -0.199 -3.505 0.899
H 0.494 -2.302 1.707
H 2.194 -4.729 1.142
H 1.427 -2.271 -0.549
H 1.461 -3.905 -1.019
H 2.991 -3.064 -0.718
H 2.757 -3.230 2.694
C 0.388 5.107 -0.711
C -1.094 5.062 -0.895
C -1.539 4.271 -2.060
O -1.656 4.542 0.247
H 0.600 4.104 -0.342
H 0.697 5.913 -0.044
H 0.953 5.198 -1.639
H -1.451 6.091 -0.860
H -2.601 4.143 -2.270
H -0.925 3.372 -2.121
H -1.116 4.691 -2.973
H -1.449 3.607 0.191

Atom charges from the Mulliken analysis, given in e for atoms 1 to 99:
1 Hg 0.4670
2 N 0.2605
3 H 0.1479
4 H 0.4577
5 H 0.1656
6 H 0.0648
7 B 1.7306
8 H -0.2839
9 H -0.2013
10 H -0.8961
11 H -0.7465
12 B 1.0888
13 H -0.1982
14 H -1.0221
15 H -0.0949
16 H -0.2427
17 C -0.1131
18 F 0.0326
19 F -0.1848
20 F -0.1358
21 S 0.1189
22 O 0.7359
23 O 0.1419
24 O -0.1152
25 C -1.6745
26 C 1.0373
27 C -1.1083
28 O -0.2275
29 H 0.3497
30 H 0.3840
31 H 0.3980
32 H 0.0156
33 H 0.2675
34 H 0.4415
35 H -0.0080
36 H 0.4367
37 C -1.5336
38 C 1.3558
39 C -1.1294
40 O -0.4871
41 H 0.3986
42 H 0.4085
43 H 0.3076
44 H -0.7245
45 H 0.4627
46 H 0.1542
47 H 0.3802
48 H 0.3661
49 C -0.5924
50 C 0.3682
51 C -1.0921
52 O -0.5707
53 H 0.3255
54 H 0.3381
55 H -0.2205
56 H 0.2906
57 H 0.1405
58 H 0.3151
59 H 0.3959
60 H 0.3404
61 C -0.9116
62 C 1.5255
63 C -1.4521
64 O -0.1624
65 H 0.4559
66 H 0.4076
67 H -0.0161
68 H -0.4279
69 H 0.3197
70 H 0.4214
71 H 0.4335
72 H 0.4750
73 C -0.8054
74 C 0.9320
75 C -1.5266
76 O -0.6264
77 H 0.4590
78 H -0.1754
79 H 0.5337
80 H -0.2800
81 H 0.4226
82 H 0.3681
83 H 0.3128
84 H 0.3703
85 C -1.1452
86 C 0.8636
87 C -1.3834
88 O -0.8072
89 H -0.2208
90 H 0.4402
91 H 0.4935
92 H 0.2387
93 H 0.4517
94 H 0.0636
95 H 0.4417
96 H -0.2891
97 C -1.1638
98 C 0.6035
99 C -0.7097

Entry 2:
Entry from the OMol25 dataset: a structure of composition C25H87CrF6NO27S2 at a distorted geometry (ωB97M-V/def2-TZVPD).

Strongest force on any atom (eV Å⁻¹): 5.04
Gap between HOMO and LUMO (spin up / spin down) (eV): 8.16 / 8.99
Spin multiplicity: 4
DFT total energy (hartree): -5530.511653
LUMO energy (spin up / spin down) (eV): -3.33 / -2.50
Net charge: +1

Atoms and positions in Å:
Cr -1.841 1.119 2.583
C -3.703 1.641 6.305
F -4.156 2.896 6.454
F -2.455 1.609 6.677
F -4.387 0.921 7.132
S -4.123 1.339 4.601
O -5.492 1.016 4.443
O -3.583 2.502 3.962
N -3.234 0.086 4.041
S -3.531 -1.467 4.490
O -2.388 -2.259 4.315
O -4.255 -1.373 5.774
C -4.689 -1.998 3.135
F -4.549 -3.292 2.973
F -5.949 -1.668 3.342
F -4.286 -1.336 2.028
C -0.246 -1.887 0.868
C -0.891 -0.806 1.684
O -0.380 -0.303 2.714
O -1.993 -0.403 1.326
H -0.853 -2.094 -0.005
H -0.320 -2.850 1.400
H 0.728 -1.759 0.481
C -7.275 4.016 -1.084
O -6.255 3.132 -0.707
H -8.179 3.869 -0.471
H -6.941 5.024 -0.872
H -7.599 3.858 -2.128
H -6.379 2.248 -1.139
C -0.605 3.048 0.273
O -0.537 1.962 1.280
H 0.008 3.897 0.674
H -0.167 2.652 -0.639
H -1.615 3.397 0.163
H 0.328 2.100 1.706
C 5.855 -1.229 -0.866
O 4.703 -1.923 -0.316
H 6.693 -1.898 -0.932
H 5.547 -0.845 -1.859
H 6.070 -0.370 -0.262
H 4.937 -2.264 0.571
C 3.781 1.440 -0.856
O 2.839 1.894 -1.825
H 4.611 2.096 -0.819
H 3.264 1.322 0.105
H 4.207 0.537 -1.212
H 3.068 2.769 -2.159
C 9.721 -3.928 -4.015
O 8.529 -3.474 -3.333
H 10.382 -3.104 -4.271
H 10.315 -4.599 -3.400
H 9.507 -4.553 -4.877
H 8.844 -3.408 -2.395
C 3.020 2.696 3.091
O 2.023 2.007 2.359
H 2.616 2.807 4.116
H 3.963 2.131 3.115
H 3.195 3.719 2.602
H 2.002 1.064 2.670
C -5.760 3.957 2.352
O -4.462 4.017 1.633
H -5.893 4.775 3.034
H -6.573 4.051 1.689
H -5.824 2.957 2.842
H -4.673 4.350 0.725
C -7.271 0.641 -2.903
O -6.343 0.583 -1.821
H -7.030 1.455 -3.614
H -7.325 -0.263 -3.475
H -8.308 0.837 -2.596
H -5.474 0.292 -2.102
C 4.222 0.198 -4.505
O 3.049 -0.197 -3.704
H 5.197 0.106 -3.870
H 4.390 -0.529 -5.288
H 4.219 1.254 -4.863
H 2.920 0.639 -3.132
C 5.857 -5.409 0.144
O 6.476 -4.225 -0.293
H 6.648 -5.998 0.622
H 5.002 -5.164 0.874
H 5.359 -5.913 -0.636
H 5.948 -3.916 -1.043
C -2.795 -2.410 -4.842
O -2.088 -1.171 -4.794
H -3.853 -2.297 -4.515
H -2.815 -2.788 -5.851
H -2.343 -3.215 -4.330
H -1.202 -1.374 -4.310
C -1.178 3.643 4.269
O -0.909 2.281 4.018
H -1.430 3.788 5.317
H -0.325 4.289 4.001
H -1.991 3.933 3.601
H -0.214 1.721 4.529
C 0.722 0.321 6.360
O 0.625 0.506 4.968
H 1.767 0.174 6.660
H 0.270 1.133 6.963
H 0.243 -0.536 6.762
H 0.377 -0.396 4.649
C -3.778 1.224 0.150
O -3.474 1.673 1.555
H -2.820 1.293 -0.374
H -4.124 0.155 0.140
H -4.505 1.832 -0.328
H -3.963 2.482 1.744
C 3.466 5.248 -1.247
O 3.766 4.401 -2.342
H 3.012 4.618 -0.464
H 4.291 5.818 -0.886
H 2.630 5.969 -1.462
H 4.027 5.010 -3.104
C 0.874 -2.453 -2.572
O 0.631 -1.488 -3.561
H 1.125 -3.475 -2.913
H 1.676 -2.186 -1.864
H -0.027 -2.582 -1.976
H 1.497 -1.045 -3.844
C -3.703 -1.579 -1.421
O -4.014 -0.592 -2.394
H -4.641 -1.657 -0.821
H -3.417 -2.489 -1.977
H -2.870 -1.223 -0.836
H -3.352 -0.553 -3.083
C -8.353 -2.055 1.022
O -7.660 -1.807 -0.176
H -8.148 -1.263 1.820
H -9.494 -2.013 0.940
H -8.087 -3.115 1.345
H -7.096 -1.016 -0.097
C 9.787 -3.432 0.595
O 9.007 -3.526 -0.580
H 10.190 -2.448 0.829
H 9.264 -3.816 1.515
H 10.597 -4.187 0.476
H 8.070 -3.732 -0.370
C -0.897 1.524 -3.405
O -0.782 0.609 -2.312
H -0.571 1.138 -4.370
H -1.896 1.892 -3.454
H -0.204 2.362 -3.263
H -0.404 -0.175 -2.702
C 4.499 -3.468 -3.422
O 5.693 -3.805 -2.718
H 4.077 -4.371 -3.892
H 3.841 -2.904 -2.783
H 4.726 -2.801 -4.250
H 6.421 -3.817 -3.397

Atom charges from the Mulliken analysis, given in e for atoms 1 to 99:
1 Cr 1.0437
2 C 0.4084
3 F -0.2439
4 F -0.1703
5 F -0.1858
6 S 0.9197
7 O -0.6681
8 O -0.7650
9 N -0.6026
10 S 0.9676
11 O -0.6620
12 O -0.6501
13 C 0.7162
14 F -0.2086
15 F -0.1895
16 F -0.3917
17 C -1.6017
18 C 1.2058
19 O -0.6152
20 O 0.1915
21 H -0.0264
22 H 0.4114
23 H 0.5533
24 C -0.8397
25 O -0.2249
26 H 0.3291
27 H 0.2910
28 H 0.3171
29 H 0.1774
30 C -0.5923
31 O 0.5464
32 H 0.2835
33 H -0.0609
34 H 0.3057
35 H 0.0925
36 C 0.3190
37 O -0.3988
38 H -0.1863
39 H -0.3607
40 H 0.4466
41 H 0.1986
42 C 0.3897
43 O -0.7630
44 H 0.5919
45 H 0.0336
46 H -0.5875
47 H 0.3732
48 C -0.7524
49 O -0.4824
50 H 0.2656
51 H 0.2982
52 H 0.2985
53 H 0.4622
54 C -0.7405
55 O -0.5071
56 H 0.2393
57 H 0.2882
58 H 0.2136
59 H 0.1391
60 C -0.1925
61 O -0.5797
62 H 0.2928
63 H 0.1252
64 H -0.0260
65 H 0.2947
66 C -0.8704
67 O -0.1136
68 H 0.3384
69 H 0.3509
70 H 0.2519
71 H 0.2327
72 C -0.7512
73 O -0.3953
74 H 0.1358
75 H 0.3513
76 H 0.3006
77 H 0.2712
78 C -0.7652
79 O -0.5160
80 H 0.2889
81 H 0.2100
82 H 0.3150
83 H 0.2828
84 C -0.7808
85 O -0.5988
86 H 0.2565
87 H 0.3387
88 H 0.3087
89 H 0.3099
90 C -0.8837
91 O 0.9772
92 H 0.2774
93 H 0.3044
94 H 0.0854
95 H 0.0200
96 C -0.9345
97 O -0.2813
98 H 0.3151
99 H 0.2986

Entry 3:
Entry from the OMol25 dataset: a structure of composition C26H12Br4N2O2RuS2Se3Te at a distorted geometry (ωB97M-V/def2-TZVPD).

Strongest force on any atom (eV Å⁻¹): 2.00
Gap between HOMO and LUMO (spin up / spin down) (eV): 4.93 / 5.38
Spin multiplicity: 6
DFT total energy (hartree): -19917.752904
LUMO energy (spin up / spin down) (eV): 1.86 / 0.50
Net charge: -1

Atoms and positions in Å:
Ru 0.601 0.157 0.806
Br 3.978 3.533 5.865
C 3.591 2.492 4.337
C 4.568 1.669 3.775
Br 6.295 1.594 4.529
C 4.261 0.897 2.654
Br 5.532 -0.236 1.842
C 2.988 0.917 2.088
O 2.644 0.204 1.043
C 1.992 1.757 2.663
O 0.804 1.742 2.105
C 2.317 2.536 3.772
Br 0.941 3.625 4.473
Se -0.761 -0.448 3.264
Se -1.936 -2.142 2.354
Te -0.107 -3.740 1.455
Se 1.923 -2.564 2.015
S -5.891 2.996 0.187
C -6.224 4.162 1.404
C -5.166 4.320 2.241
C -4.063 3.501 1.898
C -4.283 2.714 0.795
C -3.401 1.753 0.158
C -2.153 1.463 0.716
N -1.302 0.599 0.194
C -1.630 -0.041 -0.984
C -2.888 0.168 -1.606
C -3.142 -0.560 -2.823
C -2.211 -1.370 -3.370
C -0.912 -1.547 -2.772
C 0.103 -2.315 -3.302
C 1.360 -2.393 -2.649
C 1.513 -1.676 -1.462
N 0.550 -0.958 -0.907
C -0.668 -0.860 -1.555
C 2.456 -3.193 -3.162
C 3.715 -3.377 -2.645
C 4.525 -4.245 -3.418
C 3.889 -4.725 -4.518
S 2.285 -4.118 -4.629
C -3.760 1.062 -1.024
H -7.186 4.649 1.416
H -5.171 5.000 3.081
H -3.133 3.505 2.449
H -1.837 1.933 1.639
H -4.108 -0.430 -3.297
H -2.421 -1.903 -4.291
H -0.053 -2.854 -4.229
H 2.449 -1.698 -0.919
H 4.056 -2.912 -1.731
H 5.542 -4.503 -3.160
H 4.254 -5.393 -5.282
H -4.723 1.255 -1.482

The molecule's natural (NBO) atomic charges, reported in e, are given here:
1 Ru 1.1795
2 Br 0.0707
3 C -0.1664
4 C -0.1513
5 Br 0.0715
6 C -0.1992
7 Br 0.0675
8 C 0.3148
9 O -0.7056
10 C 0.2357
11 O -0.6884
12 C -0.1592
13 Br 0.0652
14 Se -0.2959
15 Se -0.1925
16 Te 0.3467
17 Se -0.3597
18 S 0.3838
19 C -0.4363
20 C -0.2447
21 C -0.2943
22 C -0.0880
23 C -0.2181
24 C 0.1443
25 N -0.4989
26 C 0.0884
27 C -0.0110
28 C -0.2025
29 C -0.1768
30 C -0.0903
31 C -0.1615
32 C -0.1865
33 C 0.1371
34 N -0.5306
35 C 0.1826
36 C -0.1742
37 C -0.2612
38 C -0.2454
39 C -0.4353
40 S 0.3947
41 C -0.1605
42 H 0.2296
43 H 0.2202
44 H 0.2298
45 H 0.2323
46 H 0.2090
47 H 0.2083
48 H 0.2095
49 H 0.2284
50 H 0.2284
51 H 0.2200
52 H 0.2293
53 H 0.2067